## one
Below is a single C7H6 molecule, with properties calculated with ωB97M-V with the def2-TZVPD basis set.

Its multiplicity is 1. Its HOMO-LUMO gap is 8.90 eV. The structure (SMILES) is C#CC1=CC=CC1. As for the net charge: 0.

Last column: natural (NBO) charge in e.
Atoms and positions in Å:
C: -0.59 0.76 2.98  -0.22
C: -0.39 0.41 1.84  -0.03
C: -0.17 0.07 0.46  -0.09
C: -0.96 -0.76 -0.28  -0.18
C: -0.44 -0.85 -1.64  -0.24
C: 0.69 -0.11 -1.70  -0.17
C: 1.00 0.52 -0.37  -0.48
H: -0.68 1.03 4.00  0.23
H: -1.82 -1.33 0.12  0.22
H: -0.97 -1.45 -2.40  0.22
H: 1.26 -0.01 -2.61  0.22
H: 1.97 0.12 0.01  0.26
H: 1.11 1.60 -0.40  0.25

---

## two
Below is a single C7H6 molecule, with properties calculated with ωB97M-V with the def2-TZVPD basis set.

Its multiplicity is 1. Its HOMO-LUMO gap (alpha / beta) is 7.81 / 7.81 eV. The structure (SMILES) is C1=C=C2C[C@H]2CC=1. As for the net charge: 0.

Last column: natural (NBO) charge in e.
Atoms and positions in Å:
C: 0.75 0.56 -1.54  -0.20
C: 0.22 -0.56 -1.88  0.06
C: -0.61 -1.30 0.06  -0.06
C: -0.15 -1.54 -1.13  -0.02
C: 0.27 1.11 -0.22  -0.42
C: -0.34 -0.95 1.39  -0.41
C: -0.76 0.16 0.50  -0.27
H: 1.51 0.99 -2.06  0.21
H: 1.29 1.17 0.51  0.21
H: -0.20 2.05 -0.21  0.23
H: -1.01 -1.23 2.26  0.22
H: 0.77 -0.98 1.79  0.22
H: -1.74 0.54 0.54  0.22

---

Energies in kJ/mol, measured from the most stable structure: one 0.0; two 473.5.

---

## one
Below is a single C3H4OS molecule, with properties calculated with ωB97M-V with the def2-TZVPD basis set.

Its multiplicity is 1. Its HOMO-LUMO gap is 7.51 eV. The structure (SMILES) is COC=C=S. As for the net charge: 0.

Last column: natural (NBO) charge in e.
Atoms and positions in Å:
C: -1.00 -0.25 -0.34  -0.02
C: -0.53 -1.27 -1.05  -0.14
C: 0.79 0.88 0.74  -0.26
O: -0.59 0.74 0.42  -0.48
S: -0.02 -2.59 -1.87  0.08
H: -2.04 -0.40 -0.17  0.23
H: 0.99 1.57 1.69  0.21
H: 1.17 1.38 -0.19  0.18
H: 1.24 -0.07 0.78  0.19

---

## two
Below is a single C3H4OS molecule, with properties calculated with ωB97M-V with the def2-TZVPD basis set.

Its multiplicity is 1. Its HOMO-LUMO gap is 10.25 eV. As for the net charge: 0.

Last column: natural (NBO) charge in e.
Atoms and positions in Å:
C: 0.06 -2.20 0.09  -0.18
C: 0.54 -1.19 -0.26  -0.30
C: -0.60 1.24 -0.18  -0.76
O: 1.87 0.71 0.68  -0.95
S: 1.10 0.46 -0.55  1.27
H: -0.45 -3.09 0.23  0.23
H: -0.41 2.22 -0.34  0.22
H: -0.81 1.23 1.02  0.24
H: -1.30 0.63 -0.69  0.23

---

Energies in kJ/mol, measured from the most stable structure: one 0.0; two 93.9.

---

## one
Below is a single C2H4O2S molecule, with properties calculated with ωB97M-V with the def2-TZVPD basis set.

Its multiplicity is 1. Its HOMO-LUMO gap (alpha / beta) is 7.72 / 8.54 eV. As for the net charge: 0.

Last column: natural (NBO) charge in e.
Atoms and positions in Å:
C: 1.95 0.10 0.03  -0.07
C: -0.22 0.52 0.33  -0.26
O: 4.42 -0.75 0.52  -0.89
O: 0.86 0.70 -0.44  -0.49
S: 3.85 0.32 -0.26  0.97
H: 1.96 -0.93 0.45  0.18
H: -0.57 -0.55 0.45  0.18
H: -1.00 1.05 -0.25  0.20
H: -0.14 0.98 1.35  0.18

---

## two
Below is 2 unconnected molecules or ions with the total composition C2H4O2S, with properties calculated with ωB97M-V with the def2-TZVPD basis set.

Its multiplicity is 1. Its HOMO-LUMO gap is 8.89 eV. As for the net charge: 0.

Last column: natural (NBO) charge in e.
Atoms and positions in Å:
C: -0.39 0.09 0.61  -0.67
C: 0.32 -0.19 -0.69  0.74
H: 0.98 -1.42 1.71  0.20
H: -1.14 1.07 0.41  0.23
H: -1.30 -0.61 0.62  0.27
H: -0.83 0.99 -1.95  0.48
O: 0.01 0.39 -2.00  -0.70
O: 1.40 -0.76 -0.66  -0.55
S: 0.94 0.44 1.95  0.00

---

## three
Below is 2 unconnected molecules or ions with the total composition C2H4O2S, with properties calculated with ωB97M-V with the def2-TZVPD basis set.

Its multiplicity is 1. Its HOMO-LUMO gap is 8.76 eV. As for the net charge: 0.

Last column: natural (NBO) charge in e.
Atoms and positions in Å:
C: -0.90 0.34 0.58  -0.40
C: -1.02 -0.06 -0.63  -0.37
O: 2.44 0.57 -0.85  -0.83
O: 1.19 -0.94 0.65  -0.82
S: 2.26 -0.05 0.43  1.65
H: -0.67 1.40 0.82  0.19
H: -1.09 -0.43 1.26  0.21
H: -1.02 -1.17 -0.68  0.18
H: -1.19 0.34 -1.58  0.20

---

## four
Below is a single C2H4O2S molecule, with properties calculated with ωB97M-V with the def2-TZVPD basis set.

Its multiplicity is 1. Its HOMO-LUMO gap is 8.64 eV. The structure (SMILES) is OCC(O)=S. As for the net charge: 0.

Last column: natural (NBO) charge in e.
Atoms and positions in Å:
C: -1.05 -0.96 -0.14  -0.13
C: 0.13 0.12 -0.16  0.22
H: -1.92 0.48 1.13  0.46
H: -0.73 -1.70 0.54  0.22
H: -1.26 -1.29 -1.15  0.22
H: -0.87 1.63 -0.38  0.49
O: -2.20 -0.07 0.12  -0.72
O: 0.04 1.41 -0.06  -0.63
S: 1.72 -0.30 0.08  -0.13

---

Energies in kJ/mol, measured from the most stable structure: one 129.6; two 104.4; three 0.0; four 13.9.

---

## one
Below is a single C2H4O2S molecule, with properties calculated with ωB97M-V with the def2-TZVPD basis set.

Its multiplicity is 1. Its HOMO-LUMO gap (alpha / beta) is 6.81 / 6.82 eV. As for the net charge: 0.

Last column: natural (NBO) charge in e.
Atoms and positions in Å:
C: -0.60 -0.50 0.13  0.46
C: 0.47 -1.21 -0.49  -0.72
O: -0.34 3.42 1.34  -0.82
O: -0.41 0.70 0.54  -0.59
S: 0.52 2.54 0.55  0.77
H: -1.60 -0.95 0.04  0.15
H: 1.30 -0.90 -0.05  0.24
H: 0.51 -0.86 -1.52  0.26
H: 0.16 -2.24 -0.54  0.23

---

## two
Below is a single C2H4O2S molecule, with properties calculated with ωB97M-V with the def2-TZVPD basis set.

Its multiplicity is 1. Its HOMO-LUMO gap is 8.97 eV. As for the net charge: 0.

Last column: natural (NBO) charge in e.
Atoms and positions in Å:
C: 2.06 0.16 0.46  -0.24
C: -0.33 0.34 -0.28  -0.24
O: 4.46 -0.52 0.42  -0.92
O: 1.02 0.88 -0.40  -0.54
S: 3.47 0.31 -0.28  1.16
H: 1.72 -0.51 1.32  0.23
H: -0.78 0.81 -1.08  0.20
H: -0.72 0.68 0.64  0.18
H: -0.46 -0.74 -0.40  0.18

---

## three
Below is a single C2H4O2S molecule, with properties calculated with ωB97M-V with the def2-TZVPD basis set.

Its multiplicity is 1. Its HOMO-LUMO gap (alpha / beta) is 7.96 / 7.96 eV. As for the net charge: 0.

Last column: natural (NBO) charge in e.
Atoms and positions in Å:
C: -0.16 -0.61 0.45  -0.03
C: 0.25 1.28 -0.78  -0.24
O: -0.61 -3.06 1.53  -0.94
O: -0.18 0.69 0.36  -0.47
S: -0.75 -1.65 1.87  0.94
H: 0.24 -1.13 -0.38  0.16
H: 1.32 1.58 -0.65  0.18
H: -0.29 2.26 -0.84  0.21
H: 0.17 0.64 -1.57  0.18

---

Energies in kJ/mol, measured from the most stable structure: one 71.0; two 0.0; three 14.7.

---

## one
Below is a single C2H4O2S molecule, with properties calculated with ωB97M-V with the def2-TZVPD basis set.

Its multiplicity is 1. Its HOMO-LUMO gap is 9.57 eV. The structure (SMILES) is O=C(O)CS. As for the net charge: 0.

Last column: natural (NBO) charge in e.
Atoms and positions in Å:
C: 0.38 0.46 -0.30  -0.61
C: -0.62 -0.54 0.03  0.72
H: 0.69 0.30 2.27  0.20
H: 1.14 0.20 -1.34  0.23
H: -0.51 1.30 -0.36  0.28
H: -0.46 -1.05 -1.67  0.49
O: -1.15 -1.11 -1.00  -0.63
O: -0.97 -0.51 1.13  -0.57
S: 1.50 0.96 1.24  -0.10

---

## two
Below is a single C2H4O2S molecule, with properties calculated with ωB97M-V with the def2-TZVPD basis set.

Its multiplicity is 1. Its HOMO-LUMO gap is 10.17 eV. The structure (SMILES) is O=C(S)CO. As for the net charge: 0.

Last column: natural (NBO) charge in e.
Atoms and positions in Å:
C: 0.62 0.34 0.34  -0.16
C: -0.85 0.60 -0.17  0.39
H: 1.08 -0.68 -1.29  0.48
H: 1.19 1.28 0.28  0.20
H: 0.55 0.02 1.39  0.21
H: -0.60 -1.57 0.12  0.17
O: 1.11 -0.76 -0.36  -0.71
O: -1.32 1.70 -0.27  -0.52
S: -1.78 -0.92 -0.04  -0.04

---

Energies in kJ/mol, measured from the most stable structure: one 121.6; two 0.0.

---

## one
Below is 2 unconnected molecules or ions with the total composition C5H14NO2, with properties calculated with ωB97M-V with the def2-TZVPD basis set.

Its multiplicity is 1. Its HOMO-LUMO gap is 5.92 eV. As for the net charge: -1.

Last column: natural (NBO) charge in e.
Atoms and positions in Å:
C: 1.74 1.14 -0.44  -0.44
N: 1.09 -0.11 -0.15  -0.45
C: 0.95 -0.90 -1.36  -0.40
C: -1.13 1.05 -0.19  -0.66
C: -0.23 0.07 0.54  -0.08
C: 0.07 0.68 1.99  -0.01
O: 0.15 2.01 2.04  -0.95
H: 1.73 1.82 0.41  0.27
H: 1.22 1.75 -1.21  0.14
H: 2.73 0.91 -0.83  0.17
H: 0.25 -0.46 -2.10  0.14
H: 1.88 -0.90 -1.92  0.18
H: 0.59 -1.88 -1.09  0.18
H: -2.09 1.05 0.30  0.21
H: -0.67 2.03 -0.11  0.25
H: -1.26 0.78 -1.24  0.17
H: -0.69 -0.91 0.67  0.15
H: -0.77 0.22 2.60  0.06
H: 1.00 0.15 2.31  0.09
H: -1.83 -3.33 0.39  0.46
H: -2.13 -2.27 -0.59  0.47
O: -2.60 -2.91 -0.02  -0.94

---

## two
Below is 2 unconnected molecules or ions with the total composition C5H14NO2, with properties calculated with ωB97M-V with the def2-TZVPD basis set.

Its multiplicity is 1. Its HOMO-LUMO gap is 6.99 eV. As for the net charge: -1.

Last column: natural (NBO) charge in e.
Atoms and positions in Å:
C: 1.42 1.10 -0.27  -0.66
C: 0.15 0.53 -0.96  -0.09
C: -1.12 0.83 -0.16  -0.40
C: -1.37 -0.45 0.79  -0.44
C: -0.37 -0.55 2.09  -0.03
O: 0.80 -1.16 1.88  -0.95
N: -0.19 1.29 -2.25  -0.89
H: 1.36 0.50 0.67  0.29
H: 2.36 0.65 -0.74  0.18
H: 1.58 2.06 -0.24  0.18
H: 0.30 -0.58 -1.03  0.26
H: -0.98 1.79 0.38  0.19
H: -1.95 0.86 -0.90  0.19
H: -1.33 -1.45 0.25  0.18
H: -2.43 -0.38 1.10  0.17
H: -0.45 0.32 2.71  0.10
H: -1.14 -1.06 2.67  0.07
H: -0.40 0.51 -2.89  0.35
H: 0.53 1.88 -2.67  0.34
H: 1.87 -2.35 -0.16  0.47
H: 0.45 -2.14 0.33  0.52
O: 0.90 -2.20 -0.58  -1.01

---

## three
Below is 2 unconnected molecules or ions with the total composition C5H14NO2, with properties calculated with ωB97M-V with the def2-TZVPD basis set.

Its multiplicity is 1. Its HOMO-LUMO gap is 7.34 eV. As for the net charge: -1.

Last column: natural (NBO) charge in e.
Atoms and positions in Å:
C: -0.97 -1.97 0.63  -0.42
N: -0.89 -0.57 1.11  -0.66
C: 2.53 -0.10 -0.66  -0.59
C: 1.05 -0.40 -0.56  -0.44
C: 0.37 0.15 0.70  -0.06
C: -0.02 1.70 0.51  -0.03
O: -0.67 1.90 -0.66  -0.95
H: -1.46 -2.22 -0.30  0.17
H: -1.42 -2.49 1.53  0.17
H: 0.00 -2.41 0.60  0.18
H: -1.77 -0.11 0.81  0.40
H: 2.95 -0.74 -1.38  0.19
H: 2.77 0.83 -1.10  0.20
H: 3.20 -0.15 0.34  0.17
H: 0.57 0.02 -1.40  0.24
H: 0.94 -1.51 -0.67  0.17
H: 1.13 0.08 1.55  0.14
H: -0.75 1.95 1.30  0.12
H: 0.79 2.41 0.57  0.12
H: -3.07 0.85 -1.61  0.44
H: -2.16 1.64 -0.61  0.51
O: -3.14 1.14 -0.71  -1.07

---

Energies in kJ/mol, measured from the most stable structure: one 11.6; two 110.1; three 0.0.